Entry 1:
Entry from the Open Molecules 2025 dataset: C34H65AsF6NO10S4V as an isolated structure in a non-equilibrium geometry (wB97M-V/def2-TZVPD).

Last column: Mulliken spin population.
CARTESIAN COORDINATES (ANGSTROEM)
V  -16.263  27.597  19.291  2.981
As  -17.630  26.866  15.812  0.024
F  -16.361  27.864  14.946  0.000
F  -16.538  25.450  15.742  -0.001
F  -18.931  25.861  16.687  0.000
F  -18.518  28.395  16.080  0.000
F  -18.385  26.556  14.234  0.002
F  -16.889  27.168  17.422  -0.040
C  -21.500  27.446  14.753  0.059
C  -22.309  27.043  15.771  0.195
C  -23.709  26.737  15.456  0.110
C  -24.142  26.761  14.089  0.126
C  -23.194  27.020  13.048  0.192
C  -21.888  27.456  13.428  0.009
N  -25.556  26.635  13.763  0.002
O  -25.848  26.725  12.600  -0.016
O  -26.319  26.327  14.665  0.010
H  -20.463  27.623  14.998  0.010
H  -21.902  27.170  16.763  0.116
H  -24.484  26.612  16.198  -0.030
H  -23.467  26.957  12.005  -0.011
H  -21.239  27.841  12.657  0.175
C  -19.043  29.180  11.476  -0.002
C  -17.873  29.692  10.624  0.000
C  -16.712  30.407  11.248  0.000
C  -15.511  29.539  11.668  0.000
C  -14.271  30.203  12.160  0.000
C  -13.123  29.265  12.491  0.000
H  -18.623  28.540  12.252  0.004
H  -19.809  28.676  10.887  0.002
H  -19.641  29.940  11.978  0.000
H  -17.409  28.928  10.001  0.000
H  -18.554  30.207  9.946  0.000
H  -17.053  30.972  12.116  0.000
H  -16.416  31.230  10.598  0.000
H  -15.759  28.923  12.532  0.000
H  -15.368  28.718  10.966  0.000
H  -13.947  31.042  11.544  0.000
H  -14.520  30.711  13.091  0.000
H  -13.645  28.367  12.824  0.000
H  -12.492  28.890  11.686  0.000
H  -12.570  29.676  13.335  0.000
C  -21.185  25.837  9.072  0.002
C  -20.244  25.769  10.279  -0.001
C  -18.810  26.136  9.934  0.003
C  -17.863  25.735  11.059  0.000
C  -16.442  25.716  10.603  0.001
C  -15.368  25.421  11.622  0.000
H  -21.535  26.824  8.769  0.000
H  -22.063  25.325  9.468  0.000
H  -20.903  25.258  8.193  0.000
H  -20.510  26.480  11.060  0.015
H  -20.277  24.796  10.770  -0.002
H  -18.638  27.167  9.624  0.000
H  -18.603  25.453  9.111  0.001
H  -18.004  26.260  12.004  0.000
H  -18.105  24.696  11.283  0.000
H  -16.318  24.962  9.827  0.000
H  -16.145  26.729  10.331  0.000
H  -14.405  25.520  11.121  0.000
H  -15.561  26.182  12.379  0.000
H  -15.350  24.411  12.031  0.000
C  -20.302  24.037  21.830  0.000
C  -21.039  24.384  20.556  0.000
C  -20.153  24.427  19.316  -0.003
S  -18.397  24.856  19.975  -0.002
O  -17.943  26.229  19.633  -0.013
O  -17.428  23.848  19.810  -0.002
C  -18.957  24.728  21.731  0.001
H  -20.128  22.961  21.848  0.000
H  -20.808  24.104  22.794  0.000
H  -21.533  25.355  20.566  0.000
H  -21.739  23.563  20.406  0.000
H  -20.432  24.951  18.401  -0.001
H  -20.082  23.413  18.921  0.000
H  -19.107  25.751  22.075  0.000
H  -18.160  24.458  22.424  0.001
C  -22.262  23.499  14.211  -0.011
C  -23.408  22.475  14.269  0.000
C  -24.021  22.542  15.721  0.001
S  -22.753  23.178  16.853  -0.008
O  -22.304  22.051  17.702  0.002
O  -23.168  24.405  17.496  0.018
C  -21.461  23.371  15.490  0.006
H  -22.542  24.530  13.994  0.025
H  -21.671  23.199  13.346  0.000
H  -23.083  21.435  14.307  0.000
H  -24.140  22.619  13.475  0.000
H  -24.550  21.641  16.032  0.000
H  -24.801  23.299  15.797  0.000
H  -20.757  22.548  15.611  -0.001
H  -20.846  24.185  15.874  -0.003
C  -21.126  31.180  18.914  -0.001
C  -21.235  29.794  18.220  -0.001
C  -20.885  28.634  19.186  0.001
S  -19.497  29.331  20.167  0.013
O  -18.196  28.938  19.505  0.009
O  -19.827  29.191  21.574  0.000
C  -19.845  31.099  19.674  0.000
H  -22.014  31.378  19.514  0.000
H  -21.183  31.941  18.136  0.000
H  -20.642  29.804  17.306  0.001
H  -22.248  29.766  17.819  0.001
H  -20.646  27.680  18.717  0.001
H  -21.737  28.575  19.864  0.000
H  -19.062  31.486  19.022  0.000
H  -19.768  31.833  20.477  0.000
C  -12.490  25.637  15.481  0.000
C  -12.604  27.086  15.083  -0.001
C  -12.248  27.990  16.270  0.000
S  -12.887  27.117  17.774  0.002
O  -14.235  27.519  18.122  0.027
O  -11.837  27.036  18.779  0.001
C  -13.054  25.456  16.897  0.002
H  -11.435  25.365  15.526  0.000
H  -12.942  24.862  14.863  0.000
H  -13.629  27.140  14.717  0.000
H  -12.068  27.271  14.152  0.000
H  -12.675  28.993  16.270  0.000
H  -11.167  27.920  16.393  0.000
H  -14.119  25.226  16.931  0.000
H  -12.500  24.718  17.476  0.000

Calculated values
<S²>: 6.024
2S+1: 5
Electronic energy, a.u.: -7512.61194
Molecular weight, g/mol: 1016.0
Max |F|, eV/A: 4.940
Charge: +2


Entry 2:
Entry from the Open Molecules 2025 dataset: a 7-piece molecular cluster, C34H65IN4O20P overall in a non-equilibrium geometry (wB97M-V/def2-TZVPD).

Last column: Löwdin charge in e.
CARTESIAN COORDINATES (ANGSTROEM)
C  1.395  -0.982  0.372  -0.108
C  0.998  0.296  -0.573  -0.195
C  -0.235  1.054  0.133  -0.148
N  -0.051  2.527  0.315  -0.038
C  1.074  3.414  -0.054  0.060
C  0.705  4.831  0.430  -0.150
C  1.518  6.205  0.361  -0.627
I  3.120  5.941  -1.098  0.968
C  2.039  6.525  1.867  -0.255
C  3.401  5.710  2.146  -0.183
N  -0.622  4.784  1.040  -0.085
O  -1.211  5.871  1.572  0.003
C  -2.299  6.325  0.726  -0.131
N  -3.368  6.277  0.148  0.212
C  -1.032  3.395  0.963  -0.202
P  -2.725  2.921  1.720  0.938
N  -2.349  1.512  2.777  -0.163
O  -3.295  4.123  2.814  -0.332
H  2.438  -1.320  0.021  0.086
H  0.616  -1.834  0.281  0.096
H  1.488  -0.585  1.440  0.077
H  1.956  0.909  -0.669  0.095
H  0.636  -0.080  -1.596  0.121
H  -0.446  0.576  1.149  0.112
H  -1.162  0.871  -0.540  0.153
H  2.042  3.079  -0.578  0.111
H  0.836  7.037  -0.046  0.095
H  2.128  7.657  2.052  0.126
H  1.265  6.115  2.625  0.110
H  4.324  6.281  1.759  0.068
H  3.386  4.664  1.663  0.058
H  3.599  5.525  3.274  0.084
H  -2.908  1.703  3.639  0.030
H  -1.364  1.704  3.075  0.026
H  -2.607  4.239  3.524  0.076
C  -6.214  -0.588  8.658  -0.062
C  -5.879  -1.090  7.266  -0.208
O  -6.356  -0.185  6.261  0.038
C  -5.627  0.927  6.091  -0.585
O  -4.621  1.225  6.694  0.108
O  -6.227  1.680  5.148  0.006
C  -5.607  2.947  4.947  -0.051
H  -7.285  -0.387  8.747  0.085
H  -5.926  -1.323  9.413  0.080
H  -5.696  0.348  8.878  0.074
H  -6.386  -2.044  7.095  0.125
H  -4.807  -1.270  7.147  0.125
H  -4.540  2.840  4.741  0.052
H  -5.769  3.583  5.820  0.107
H  -6.077  3.420  4.083  0.100
C  2.374  2.674  -7.089  -0.058
C  3.541  1.714  -6.946  -0.206
O  4.574  2.271  -6.122  0.042
C  4.333  2.254  -4.803  -0.580
O  3.346  1.815  -4.259  0.103
O  5.374  2.843  -4.183  0.008
C  5.195  2.984  -2.777  -0.063
H  2.719  3.647  -7.448  0.085
H  1.632  2.279  -7.787  0.076
H  1.882  2.846  -6.128  0.071
H  3.985  1.539  -7.930  0.128
H  3.221  0.742  -6.560  0.117
H  4.951  2.027  -2.309  0.095
H  4.415  3.722  -2.575  0.008
H  6.133  3.345  -2.353  0.100
C  5.270  2.026  6.736  -0.062
C  4.615  2.809  5.614  -0.220
O  3.422  2.159  5.155  0.021
C  2.347  2.297  5.948  -0.589
O  2.298  2.910  6.986  0.131
O  1.332  1.601  5.399  -0.017
C  0.150  1.575  6.200  -0.046
H  5.447  0.992  6.430  0.085
H  6.222  2.481  7.020  0.085
H  4.631  1.991  7.621  0.078
H  5.297  2.853  4.759  0.122
H  4.404  3.841  5.910  0.123
H  -0.171  2.585  6.468  0.097
H  0.320  0.975  7.095  0.107
H  -0.644  1.107  5.614  0.081
C  0.754  -1.950  -12.902  -0.065
C  1.816  -1.361  -11.992  -0.212
O  1.237  -0.470  -11.029  0.031
C  0.610  -1.060  -10.000  -0.581
O  0.496  -2.248  -9.816  0.116
O  0.094  -0.093  -9.216  -0.009
C  -0.695  -0.587  -8.135  -0.042
H  0.162  -1.156  -13.365  0.083
H  1.211  -2.558  -13.686  0.083
H  0.058  -2.580  -12.343  0.074
H  2.513  -0.767  -12.589  0.124
H  2.401  -2.140  -11.495  0.125
H  -0.142  -1.317  -7.540  0.079
H  -1.620  -1.024  -8.520  0.103
H  -0.952  0.257  -7.494  0.093
C  2.174  -3.247  -6.885  -0.063
C  1.685  -3.709  -5.524  -0.216
O  1.077  -5.003  -5.604  0.033
C  1.930  -6.036  -5.706  -0.584
O  3.136  -5.969  -5.731  0.120
O  1.205  -7.166  -5.810  0.000
C  1.990  -8.337  -6.032  -0.045
H  1.364  -3.286  -7.618  0.065
H  2.556  -2.225  -6.831  0.074
H  2.972  -3.892  -7.259  0.081
H  0.913  -3.022  -5.166  0.116
H  2.489  -3.705  -4.782  0.123
H  2.769  -8.442  -5.274  0.096
H  2.427  -8.306  -7.033  0.101
H  1.328  -9.201  -5.968  0.095
C  -4.221  -7.019  4.426  -0.068
C  -3.167  -6.433  5.346  -0.217
O  -3.755  -5.564  6.321  0.025
C  -4.380  -6.177  7.341  -0.586
O  -4.481  -7.368  7.504  0.126
O  -4.906  -5.228  8.138  -0.011
C  -5.693  -5.747  9.210  -0.045
H  -4.820  -6.224  3.973  0.081
H  -3.757  -7.611  3.634  0.081
H  -4.912  -7.664  4.974  0.076
H  -2.474  -5.823  4.760  0.120
H  -2.575  -7.214  5.833  0.126
H  -5.134  -6.481  9.794  0.098
H  -6.612  -6.187  8.817  0.101
H  -5.959  -4.915  9.864  0.091

Calculated values
Electronic energy, a.u.: -3696.96688
Molecular weight, g/mol: 1007.8
Max |F|, eV/A: 7.856
Charge: +1


- Among the records above, which one has the lowest max |F|?
  C34H65AsF6NO10S4V